Run w
Computed, not measured: a structure of composition C4H2N2S, with the ωB97M-V functional and the def2-TZVPD basis.

Each line ends with the Löwdin charge.
Cartesian coordinates (Å):
C -0.941 -1.238 -0.699  0.1351
C 0.187 -0.843 0.291  -0.3445
C -1.837 -0.660 0.058  -0.0479
C 2.343 0.302 -0.007  -0.7869
N -0.890 -0.993 1.050  0.1414
N 1.274 -0.299 0.412  0.0874
S 3.848 -0.280 0.102  0.6070
H -2.830 -0.456 0.326  0.1062
H 2.191 1.313 -0.567  0.1022

For the highest occupied orbital energy, the calculation gives -8.60 eV. The HOMO-LUMO gap is 7.671 eV.

=====

Run x
Computed, not measured: a structure of composition C4H2N2S, with the ωB97M-V functional and the def2-TZVPD basis.

Each line ends with the Löwdin charge.
Cartesian coordinates (Å):
C -0.522 1.286 -0.023  0.1671
C 0.467 0.370 -0.090  -0.6611
C -1.832 0.824 0.086  -0.1527
C 2.629 -1.062 0.105  -0.3649
N -1.653 -0.503 0.056  0.0060
N -0.350 -0.684 -0.079  0.0239
S 2.194 0.435 -0.219  0.9433
H -2.831 1.175 0.056  0.0920
H 1.899 -1.842 0.110  -0.0535

For the highest occupied orbital energy (alpha / beta), the calculation gives -9.05 / -9.05 eV. The HOMO-LUMO gap (alpha / beta) is 6.062 / 6.077 eV.

=====

Most stable one: run w, least stable one: run x.

=====

Run w
Computed, not measured: the molecule C5H15N3, with the ωB97M-V functional and the def2-TZVPD basis.

Each line ends with the Löwdin charge.
Cartesian coordinates (Å):
C -1.790 -0.327 -0.983  -0.0581
C -0.310 -0.242 -0.574  -0.6121
C 0.577 -0.620 -1.764  -0.0497
C -0.037 -1.146 0.625  -0.0905
C 1.269 -0.522 1.498  -0.2625
N 0.780 0.241 2.611  -0.0282
N 0.070 1.128 -0.162  -0.1048
N -0.290 2.124 -1.124  -0.0047
H -2.051 -1.355 -1.222  0.0787
H -2.433 0.009 -0.169  0.0770
H -1.975 0.298 -1.855  0.0691
H 0.299 -1.599 -2.147  0.0786
H 0.462 0.118 -2.554  0.0702
H 1.621 -0.647 -1.462  0.0766
H -0.910 -1.195 1.279  0.0987
H 0.218 -2.150 0.291  0.1009
H 1.974 0.077 0.926  0.0934
H 1.818 -1.429 1.779  0.0838
H 0.227 -0.327 3.242  0.0700
H 1.471 0.833 3.053  0.0694
H -0.345 1.323 0.749  0.0973
H -1.129 2.634 -0.846  0.0754
H 0.484 2.777 -1.191  0.0713

Its structure (SMILES) is CC(C)(CCN)NN. For the highest occupied orbital energy, the calculation gives -8.56 eV. The HOMO-LUMO gap is 9.638 eV.

=====

Run x
Computed, not measured: a structure of composition C5H15N3, with the ωB97M-V functional and the def2-TZVPD basis.

Each line ends with the Löwdin charge.
Cartesian coordinates (Å):
N -0.963 0.372 1.699  0.0024
C -0.081 -0.388 0.716  -0.3694
C -0.978 -1.240 -0.234  -0.1706
C -1.946 -0.478 -1.155  -0.1730
N -3.346 -0.016 -0.019  -0.0165
C 1.075 0.563 0.220  -0.2051
N 2.465 -0.416 -0.015  -0.0812
C 3.643 0.502 -0.224  -0.2058
H -1.930 -0.029 1.596  0.0484
H -1.135 1.315 1.283  0.0621
H 0.394 -1.077 1.434  0.1246
H -0.318 -1.912 -0.950  0.1476
H -1.527 -1.962 0.366  0.1037
H -1.836 -0.539 -2.209  0.1013
H -3.098 -0.694 -1.025  0.0386
H -3.841 0.830 -0.259  0.0098
H -2.080 0.539 -0.764  0.0608
H 1.516 0.980 1.097  0.1019
H 0.496 1.379 -0.250  0.1341
H 1.571 0.207 -0.710  0.0596
H 3.890 0.969 0.830  0.0902
H 3.481 1.229 -1.033  0.0645
H 4.548 -0.136 -0.395  0.0721

For the highest occupied orbital energy, the calculation gives -8.37 eV. The HOMO-LUMO gap is 8.680 eV.

=====

Most stable one: run w, least stable one: run x.

=====

Run w
Computed, not measured: a cluster of 2 separate species, C5H15N3 in total, with the ωB97M-V functional and the def2-TZVPD basis.

Each line ends with the Löwdin charge.
Cartesian coordinates (Å):
C 1.661 -0.031 -1.612  -0.1046
C 0.505 -0.806 -1.026  -0.2012
C 0.417 -1.087 0.334  -0.4919
N -0.306 -2.245 0.742  0.0711
N 1.368 -0.523 1.228  0.0886
H 2.595 -0.596 -1.545  0.0716
H 1.485 0.181 -2.666  0.0717
H 1.809 0.905 -1.075  0.0688
H 0.069 -1.550 -1.681  0.1128
H -0.348 -2.399 1.741  0.0764
H -0.025 -3.093 0.264  0.0831
H 2.331 -0.650 0.944  0.0811
H 1.243 -0.798 2.192  0.0797
C -1.755 0.915 -0.817  -0.1827
N -1.652 0.793 0.572  -0.1874
C -0.964 1.916 1.205  -0.1565
H -1.839 1.934 -1.197  0.0798
H -0.730 0.321 -1.243  0.0816
H -2.537 0.282 -1.233  0.0697
H -0.962 -0.084 0.723  0.0803
H -0.804 1.686 2.258  0.0684
H -1.586 2.811 1.131  0.0729
H 0.022 2.117 0.761  0.0665

Its structure (SMILES) is CC=C(N)N.CNC. For the highest occupied orbital energy, the calculation gives -7.56 eV. The HOMO-LUMO gap is 8.281 eV.

=====

Run x
Computed, not measured: a cluster of 2 separate species, C5H15N3 in total, with the ωB97M-V functional and the def2-TZVPD basis.

Each line ends with the Löwdin charge.
Cartesian coordinates (Å):
C 1.489 0.104 0.853  -0.0790
C 1.487 -0.420 2.267  -0.1594
N -0.757 -0.625 0.809  0.0457
H -1.414 -0.526 1.580  0.0932
H -0.631 -1.591 0.522  0.0930
H 1.698 1.168 0.837  0.0696
H 2.254 -0.416 0.279  0.0700
H 0.750 0.100 2.881  0.0633
H 1.326 -1.499 2.310  0.0639
H 2.466 -0.218 2.719  0.0748
C 0.904 -0.256 -1.934  -0.1660
C -1.930 -0.180 -1.308  -0.0437
C -0.880 0.335 -0.308  -0.7169
N -1.357 1.566 0.301  0.0764
N 0.447 0.514 -0.797  -0.0781
H -1.797 2.184 -0.373  0.0724
H -0.625 2.065 0.797  0.0704
H 1.966 -0.045 -2.098  0.0720
H 0.377 0.025 -2.859  0.0780
H 0.809 -1.350 -1.799  0.0744
H -2.008 0.505 -2.155  0.0753
H -2.909 -0.273 -0.831  0.0797
H -1.664 -1.167 -1.691  0.0708

For the highest occupied orbital energy, the calculation gives -7.73 eV. The HOMO-LUMO gap is 8.747 eV.

=====

Most stable one: run w, least stable one: run x.

=====

Run w
Computed, not measured: a structure of composition C5H15N3, with the ωB97M-V functional and the def2-TZVPD basis.

Each line ends with the Löwdin charge.
Cartesian coordinates (Å):
C 1.650 -1.323 0.559  -0.4067
C 2.207 -0.031 0.266  -0.2664
C 1.280 0.859 -0.577  -0.2487
C -0.093 1.139 -0.137  -0.2743
N -1.028 0.122 -0.660  -0.0053
C -2.062 -0.140 0.443  -0.3237
N -2.345 1.164 0.984  0.0702
N 1.028 -1.940 -0.581  0.0399
H 0.886 -1.169 1.398  0.1350
H 2.434 -1.905 0.957  0.0956
H 3.021 -0.220 -0.468  0.1182
H 2.588 0.599 1.152  0.1411
H 1.939 1.821 -0.666  0.1375
H 1.360 0.395 -1.603  0.1189
H -0.041 1.181 0.912  0.0946
H -0.430 2.136 -0.562  0.1361
H -2.892 1.112 -2.258  0.0327
H -2.837 -0.571 -0.090  0.0915
H -1.674 -0.947 1.069  0.1391
H -3.254 1.075 1.445  0.0270
H -2.810 1.842 -1.919  0.0298
H 0.853 -2.929 -0.290  0.0463
H -0.625 -0.866 -0.614  0.0717

For the highest occupied orbital energy, the calculation gives -7.02 eV. The HOMO-LUMO gap is 3.598 eV.

=====

Run x
Computed, not measured: the molecule C5H15N3, with the ωB97M-V functional and the def2-TZVPD basis.

Each line ends with the Löwdin charge.
Cartesian coordinates (Å):
N -2.073 -2.569 -1.407  -0.0060
C -1.537 -1.154 -1.056  -0.2744
C -0.319 -0.795 -1.844  -0.2455
C 0.187 0.618 -1.516  -0.2236
C 0.177 1.238 -0.107  -0.2606
N 1.021 0.442 0.870  -0.0856
C 1.112 1.278 2.055  -0.3734
N 1.974 0.621 3.053  -0.0436
H -2.347 -3.098 -0.584  0.0522
H -1.292 -2.956 -1.878  0.0191
H -2.435 -0.557 -1.427  0.1259
H -1.496 -0.968 -0.033  0.0659
H -0.419 -0.950 -2.917  0.1057
H 0.613 -1.523 -1.607  0.1513
H 1.151 0.837 -1.892  0.0870
H -0.628 1.254 -2.043  0.1331
H 0.437 2.368 -0.129  0.1263
H -0.945 1.272 0.353  0.1354
H 0.597 -0.455 0.954  0.0801
H 1.519 2.239 1.567  0.1127
H 0.032 1.529 2.470  0.1379
H 1.639 0.812 4.070  0.0917
H 3.032 0.518 3.048  0.0883

Its structure (SMILES) is NCCCCNCN. For the highest occupied orbital energy, the calculation gives -8.87 eV. The HOMO-LUMO gap is 9.935 eV.

=====

Run y
Computed, not measured: a cluster of 2 separate species, C5H15N3 in total, with the ωB97M-V functional and the def2-TZVPD basis.

Each line ends with the Löwdin charge.
Cartesian coordinates (Å):
C -2.470 2.160 -0.526  -0.0603
N -2.223 1.323 -1.491  -0.0219
C -0.868 1.460 -2.105  -0.3370
C -0.415 0.118 -2.604  -0.1397
H -1.757 2.904 -0.140  0.0686
H -3.401 2.116 -0.001  0.0477
H -0.907 2.107 -3.006  0.1117
H -0.088 1.928 -1.466  0.1022
H 0.631 0.156 -2.900  0.0614
H -0.462 -0.670 -1.776  0.0786
H -1.017 -0.222 -3.500  0.0870
N 0.339 0.342 2.531  -0.0302
C 0.776 -0.451 1.381  -0.3322
C 1.716 -1.560 1.787  -0.3110
N 1.872 -2.613 0.735  -0.0467
H -0.453 -0.108 3.035  0.0794
H 0.031 1.276 2.185  0.0680
H 1.297 0.167 0.661  0.1015
H -0.132 -0.860 0.866  0.1065
H 2.725 -1.135 1.963  0.1140
H 1.344 -1.960 2.737  0.0967
H 2.522 -3.390 1.056  0.0803
H 0.938 -3.086 0.578  0.0754

Its structure (SMILES) is C=NCC.NCCN. For the highest occupied orbital energy, the calculation gives -9.34 eV. The HOMO-LUMO gap is 10.247 eV.

=====

Most stable one: run y, least stable one: run w.

=====

Run w
Computed, not measured: the molecule C5H15N3, with the ωB97M-V functional and the def2-TZVPD basis.

Each line ends with the Löwdin charge.
Cartesian coordinates (Å):
C -1.267 -1.311 0.817  -0.0841
N -0.410 -0.313 0.170  -0.2311
C 0.986 -0.603 0.250  -0.2478
C 1.341 -1.912 -0.458  -0.2838
N 2.766 -2.187 -0.314  -0.0047
C -0.869 1.041 0.501  -0.2051
C -1.363 1.864 -0.695  -0.2455
N -1.309 3.306 -0.346  -0.0214
H -2.298 -0.986 0.758  0.0813
H -0.907 -1.535 1.821  0.0905
H -1.242 -2.230 0.228  0.0739
H 1.654 0.190 -0.099  0.1184
H 1.361 -0.668 1.297  0.1247
H 0.791 -2.686 0.045  0.0776
H 0.818 -1.934 -1.419  0.1202
H 3.276 -1.366 0.002  0.0556
H 3.181 -2.283 -1.237  0.0638
H -0.018 1.500 1.016  0.1141
H -1.764 0.992 1.118  0.1076
H -0.706 1.780 -1.561  0.1003
H -2.362 1.594 -0.943  0.0959
H -0.831 3.463 0.534  0.0468
H -2.231 3.694 -0.190  0.0528

Its structure (SMILES) is CN(CCN)CCN. For the highest occupied orbital energy, the calculation gives -8.29 eV. The HOMO-LUMO gap is 9.322 eV.

=====

Run x
Computed, not measured: a cluster of 2 separate species, C5H15N3 in total, with the ωB97M-V functional and the def2-TZVPD basis.

Each line ends with the Löwdin charge.
Cartesian coordinates (Å):
H 0.540 0.948 -2.117  0.0495
N 1.331 1.121 -1.499  0.1094
C 1.065 0.921 -0.284  -0.3159
N -0.209 0.524 0.273  -0.0806
N -1.348 0.686 -0.542  -0.2854
C -2.409 -0.196 -0.088  -0.0872
C -1.781 2.075 -0.600  -0.0896
H 1.784 1.173 0.487  0.1074
H -0.352 0.828 1.242  0.1385
H -2.786 0.076 0.911  0.0830
H -3.232 -0.144 -0.798  0.0837
H -2.035 -1.218 -0.045  0.0811
H -2.600 2.156 -1.312  0.0838
H -0.964 2.695 -0.964  0.0760
H -2.113 2.458 0.378  0.0844
C 1.421 -1.828 0.035  -0.2113
C 2.382 -1.694 1.208  -0.1772
H 1.935 -1.624 -0.905  0.0526
H 1.078 -2.865 -0.033  0.0511
H 0.405 -1.121 0.115  0.0836
H 3.259 -2.334 1.111  0.0617
H 2.728 -0.663 1.283  0.0403
H 1.899 -1.975 2.146  0.0609

Its structure (SMILES) is [H]/N=C\NN(C)C.CC. For the highest occupied orbital energy, the calculation gives -8.90 eV. The HOMO-LUMO gap is 9.798 eV.

=====

Most stable one: run w, least stable one: run x.